Here is C23H41AlBBrCaF12N2O9PS as an isolated structure from the Open Molecules 2025 dataset. Energies are from ωB97M-V with the def2-TZVPD basis set.

Each line ends with the Löwdin charge.
Positions of all 93 atoms, in Å:
C  1.142  -1.613  1.030  -0.150
C  1.311  -0.110  0.848  -0.324
P  0.005  1.026  0.124  1.120
C  0.585  1.411  -1.572  -0.231
C  -1.657  0.161  -0.098  -0.287
B  -2.191  -0.616  1.203  -0.740
O  -3.473  -1.039  1.140  0.210
O  -1.399  -0.870  2.272  0.015
C  -1.388  0.108  3.365  0.028
C  -2.702  1.356  -0.143  -0.258
C  -2.580  2.583  0.716  -0.136
C  -3.934  3.283  0.762  -0.207
C  -4.745  2.866  1.945  -0.195
O  -5.035  1.446  1.941  -0.211
C  -6.125  1.106  1.132  -0.133
N  -2.748  1.735  -1.576  0.255
C  -2.474  0.793  -2.381  -0.153
C  -2.569  0.945  -3.850  -0.063
C  -1.262  1.497  -4.435  -0.815
O  -0.881  2.581  -4.167  0.085
Br  -0.280  0.398  -5.661  0.850
C  -2.109  -0.386  -1.499  -0.206
S  -1.153  -1.718  -2.244  0.840
O  0.300  -1.541  -2.006  -0.505
O  -1.363  -1.799  -3.648  -0.261
C  -1.641  -3.490  -1.618  -0.436
F  -1.269  -3.724  -0.342  0.092
F  -0.957  -4.410  -2.341  0.082
C  -3.160  -3.836  -1.713  -0.383
F  -3.204  -5.150  -1.466  0.206
F  -3.814  -3.192  -0.751  0.200
C  -3.868  -3.588  -3.080  -0.575
F  -5.034  -4.182  -3.017  0.247
F  -4.065  -2.274  -3.224  0.180
F  -3.159  -4.071  -4.078  0.226
H  2.029  -2.131  0.621  0.051
H  1.116  -1.871  2.078  0.097
H  0.219  -2.008  0.611  0.007
H  1.546  0.322  1.810  0.031
H  2.191  0.053  0.237  0.064
H  1.662  1.504  -1.577  0.056
H  0.223  0.756  -2.354  -0.001
H  0.193  2.396  -1.796  0.044
H  -3.638  -1.737  1.785  0.147
H  -0.849  0.995  3.054  0.084
H  -2.398  0.337  3.676  0.107
H  -0.836  -0.342  4.174  0.095
H  -3.725  1.024  0.026  0.134
H  -2.300  2.347  1.736  0.125
H  -1.842  3.285  0.343  0.124
H  -4.510  3.041  -0.148  0.102
H  -3.772  4.381  0.807  0.076
H  -4.236  3.102  2.865  0.119
H  -5.681  3.414  1.938  0.130
H  -6.209  0.025  1.129  0.077
H  -6.006  1.430  0.095  0.076
H  -7.053  1.498  1.536  0.096
H  -3.017  2.662  -1.906  0.218
H  -2.837  0.032  -4.359  0.107
H  -3.289  1.721  -4.078  0.155
H  -3.081  -0.860  -1.292  0.150
C  2.912  0.219  4.373  -0.058
C  2.553  1.470  3.730  -0.285
N  2.230  2.406  3.146  0.140
H  3.690  -0.288  3.795  0.060
H  3.305  0.410  5.369  0.099
H  2.031  -0.419  4.465  0.066
C  4.221  -0.626  -1.724  -0.098
O  4.419  -1.412  -0.566  -0.200
C  4.784  -2.751  -0.845  -0.226
C  6.270  -3.014  -0.710  -0.199
O  6.989  -2.304  -1.684  -0.183
C  7.611  -1.115  -1.187  -0.067
H  4.185  0.416  -1.412  0.102
H  5.029  -0.753  -2.445  0.098
H  3.258  -0.882  -2.211  0.070
H  4.443  -3.029  -1.859  0.116
H  4.250  -3.376  -0.107  0.114
H  6.450  -4.082  -0.873  0.133
H  6.606  -2.764  0.300  0.145
H  8.495  -1.367  -0.598  0.102
H  6.928  -0.523  -0.576  0.091
H  7.920  -0.528  -2.048  0.092
F  -3.472  5.246  2.153  -0.596
O  -2.892  6.874  -0.027  -0.097
H  -2.751  7.687  -0.521  0.017
H  -2.629  7.053  0.884  0.018
Ca  0.942  -3.283  -1.344  1.660
F  6.577  0.937  5.254  -0.182
Al  7.075  -0.060  3.995  -0.192
F  8.058  0.776  2.928  -0.181
F  5.655  -0.564  3.167  -0.214
F  7.854  -1.415  4.598  -0.181

Output
E = -7144.26175 hartree
Kohn-Sham gap = 2.2 eV
E_LUMO = -6.732 eV
Total charge = +1



Here is C23H41BrCrP2 as an isolated structure from the Open Molecules 2025 dataset. Energies are from ωB97M-V with the def2-TZVPD basis set.

Each line ends with the Löwdin charge.
Positions of all 68 atoms, in Å:
Cr  -0.028  -0.023  2.463  0.499
C  -1.623  -0.729  3.952  -0.233
C  -1.224  -1.789  3.057  -0.246
C  0.636  -1.158  4.283  -0.283
C  -0.479  -0.296  4.669  -0.254
C  0.177  -2.079  3.306  -0.251
C  -3.024  -0.243  4.150  -0.012
H  -3.623  -0.347  3.242  0.082
H  -3.047  0.806  4.461  0.089
H  -3.511  -0.833  4.937  0.112
C  -0.414  0.761  5.724  -0.020
H  -1.295  1.407  5.694  0.086
H  0.474  1.384  5.576  0.042
H  -0.359  0.308  6.723  0.108
C  1.983  -1.155  4.928  -0.055
H  1.932  -1.706  5.878  0.110
H  2.317  -0.135  5.128  0.024
H  2.731  -1.637  4.294  0.087
C  0.950  -3.234  2.750  0.001
H  0.835  -4.115  3.395  0.111
H  2.016  -3.004  2.684  0.091
H  0.601  -3.515  1.752  0.079
C  -2.151  -2.657  2.262  0.001
H  -2.436  -3.541  2.849  0.111
H  -1.684  -3.011  1.339  0.084
H  -3.068  -2.128  1.995  0.077
C  -0.569  1.890  1.471  -0.203
C  -1.694  1.054  1.497  -0.149
C  -2.231  0.312  0.290  -0.141
C  -1.112  -0.413  -0.474  -0.143
C  0.001  -0.873  0.464  -0.141
C  1.199  -0.147  0.670  -0.187
C  1.454  1.207  0.047  -0.203
C  0.267  2.184  0.235  -0.156
H  -2.773  1.009  -0.369  0.137
H  -0.691  0.236  -1.248  0.058
H  -2.970  -0.420  0.632  0.100
H  -0.381  2.174  -0.649  0.104
H  -0.489  2.623  2.267  0.089
H  -2.434  1.268  2.264  0.108
H  0.659  3.201  0.321  0.129
H  2.339  1.632  0.526  0.072
H  2.094  -0.710  0.927  0.129
H  1.683  1.094  -1.024  0.125
H  -1.524  -1.284  -0.996  0.129
H  0.066  -1.951  0.583  0.093
P  -0.281  1.364  -4.084  0.782
C  -0.331  3.219  -4.068  -0.325
C  -1.662  1.036  -5.276  -0.316
P  2.069  -0.467  -4.885  0.764
C  1.162  1.123  -5.238  -0.614
C  1.520  -1.445  -6.364  -0.326
C  3.758  0.029  -5.462  -0.333
H  0.534  3.604  -3.519  0.027
H  -1.235  3.552  -3.549  0.029
H  -0.326  3.639  -5.082  0.043
H  -1.577  1.650  -6.180  0.043
H  -2.620  1.245  -4.790  0.030
H  -1.644  -0.020  -5.562  0.026
H  3.741  0.433  -6.482  0.042
H  4.423  -0.840  -5.434  0.032
H  4.158  0.791  -4.786  0.027
H  1.843  1.978  -5.125  0.042
H  0.812  1.098  -6.279  0.043
H  2.088  -2.381  -6.410  0.033
H  1.667  -0.893  -7.300  0.040
H  0.460  -1.700  -6.262  0.023
Br  1.856  1.563  3.210  0.499

Output
E = -5201.95194 hartree
Kohn-Sham gap (alpha / beta) = 6.9 / 6.1 eV
2S+1 = 4
<S²> = 3.9150
E_LUMO (alpha / beta) = -3.700 / -4.483 eV
Total charge = +1



Here is C23H41BrErP2 as an isolated structure from the Open Molecules 2025 dataset. Energies are from ωB97M-V with the def2-TZVPD basis set.

Each line ends with the Löwdin charge.
Positions of all 68 atoms, in Å:
Er  0.064  0.092  2.493  1.029
C  -1.669  -0.742  3.969  -0.280
C  -1.273  -1.857  3.066  -0.289
C  0.662  -1.176  4.343  -0.340
C  -0.474  -0.301  4.730  -0.317
C  0.180  -2.145  3.318  -0.282
C  -3.024  -0.249  4.152  -0.053
H  -3.626  -0.351  3.238  0.084
H  -3.046  0.806  4.462  0.090
H  -3.515  -0.837  4.939  0.113
C  -0.418  0.752  5.719  -0.053
H  -1.299  1.404  5.691  0.090
H  0.474  1.382  5.575  0.047
H  -0.360  0.304  6.723  0.113
C  1.973  -1.163  4.928  -0.083
H  1.932  -1.709  5.879  0.112
H  2.315  -0.136  5.127  0.033
H  2.728  -1.641  4.290  0.092
C  0.944  -3.233  2.749  -0.042
H  0.832  -4.120  3.396  0.116
H  2.018  -3.005  2.685  0.094
H  0.597  -3.518  1.750  0.081
C  -2.148  -2.654  2.265  -0.045
H  -2.439  -3.546  2.850  0.119
H  -1.684  -3.015  1.337  0.088
H  -3.073  -2.128  1.995  0.082
C  -0.617  1.931  1.426  -0.249
C  -1.730  1.103  1.460  -0.188
C  -2.226  0.316  0.298  -0.137
C  -1.099  -0.417  -0.462  -0.155
C  0.023  -0.891  0.381  -0.167
C  1.217  -0.171  0.592  -0.211
C  1.446  1.194  0.047  -0.198
C  0.255  2.174  0.245  -0.158
H  -2.778  1.007  -0.374  0.148
H  -0.695  0.234  -1.255  0.067
H  -2.979  -0.426  0.633  0.112
H  -0.382  2.175  -0.656  0.114
H  -0.486  2.629  2.276  0.110
H  -2.445  1.267  2.270  0.115
H  0.660  3.204  0.321  0.146
H  2.342  1.632  0.527  0.081
H  2.101  -0.717  0.934  0.144
H  1.682  1.093  -1.028  0.135
H  -1.529  -1.291  -1.000  0.146
H  0.063  -1.966  0.582  0.099
P  -0.284  1.362  -4.084  0.777
C  -0.334  3.213  -4.072  -0.330
C  -1.659  1.035  -5.277  -0.318
P  2.067  -0.471  -4.884  0.761
C  1.159  1.121  -5.240  -0.613
C  1.519  -1.444  -6.365  -0.328
C  3.751  0.027  -5.467  -0.336
H  0.536  3.601  -3.518  0.030
H  -1.241  3.548  -3.548  0.031
H  -0.328  3.635  -5.085  0.044
H  -1.577  1.650  -6.181  0.043
H  -2.623  1.244  -4.787  0.034
H  -1.645  -0.027  -5.562  0.030
H  3.736  0.430  -6.484  0.040
H  4.420  -0.846  -5.433  0.035
H  4.155  0.790  -4.784  0.031
H  1.846  1.977  -5.122  0.044
H  0.807  1.096  -6.285  0.046
H  2.089  -2.384  -6.408  0.036
H  1.667  -0.894  -7.301  0.040
H  0.455  -1.702  -6.261  0.026
Br  1.992  1.743  3.262  0.325

Output
E = -5172.45790 hartree
Kohn-Sham gap (alpha / beta) = 6.3 / 6.4 eV
Relative energy (zero: lowest compared OMol25 entry of this formula, charge and spin) = 94.1 kJ/mol
2S+1 = 4
<S²> = 3.7547
E_LUMO (alpha / beta) = -4.394 / -4.300 eV
Total charge = +1